DFT (ωB97M-V with the def2-TZVPD basis set) results for a molecular structure, C38H38Cl7GeN2NaP.

CARTESIAN COORDINATES (ANGSTROEM)
Na -1.21 0.83 -0.21
N 1.92 0.26 1.72
C 2.87 -0.51 1.10
C 4.23 -0.22 1.29
C 5.21 -1.00 0.70
C 4.86 -2.07 -0.12
C 3.52 -2.35 -0.33
C 2.51 -1.60 0.28
P 0.73 -1.87 -0.03
C 0.33 -3.27 1.06
C -0.82 -4.02 0.80
C -1.22 -5.02 1.67
C -0.49 -5.28 2.82
C 0.65 -4.54 3.09
C 1.06 -3.54 2.21
C 0.71 -2.66 -1.68
C 1.00 -4.01 -1.90
C 0.96 -4.54 -3.18
C 0.63 -3.73 -4.26
C 0.33 -2.39 -4.05
C 0.37 -1.87 -2.77
H 2.19 1.19 1.99
H 0.99 0.25 1.34
H 4.50 0.62 1.92
H 6.25 -0.75 0.86
H 5.63 -2.67 -0.60
H 3.25 -3.16 -0.98
H -1.40 -3.82 -0.10
H -2.12 -5.59 1.45
H -0.81 -6.05 3.51
H 1.22 -4.73 3.99
H 1.95 -2.97 2.43
H 1.25 -4.65 -1.06
H 1.19 -5.59 -3.33
H 0.60 -4.15 -5.26
H 0.06 -1.76 -4.89
H 0.11 -0.83 -2.61
Cl -3.04 2.72 -0.24
C -2.36 3.07 1.35
C -3.26 3.39 2.35
C -2.79 3.70 3.62
C -1.42 3.68 3.84
C -0.55 3.36 2.82
Cl 1.16 3.35 3.21
C -0.95 3.03 1.49
N -0.11 2.63 0.51
H -4.31 3.39 2.13
H -3.48 3.94 4.42
H -1.02 3.91 4.82
C -0.11 2.93 -5.04
C 0.41 3.86 -3.95
C -0.58 4.02 -2.80
C -0.02 4.83 -1.62
Ge 1.03 3.77 -0.32
C 2.43 2.68 -1.17
C 1.95 1.39 -1.84
C 3.07 0.61 -2.53
C 3.65 1.34 -3.74
H 0.60 2.82 -5.86
H -1.05 3.30 -5.46
H -0.31 1.93 -4.63
H 0.63 4.85 -4.37
H 1.36 3.48 -3.58
H -0.89 3.03 -2.44
H -1.49 4.49 -3.19
H -0.84 5.24 -1.03
H 0.57 5.68 -1.99
H 1.73 4.80 0.61
H 3.15 2.41 -0.38
H 2.97 3.31 -1.88
H 1.17 1.61 -2.58
H 1.49 0.76 -1.08
H 2.70 -0.36 -2.84
H 3.86 0.41 -1.80
H 2.86 1.59 -4.46
H 4.38 0.72 -4.26
H 4.14 2.27 -3.46
Cl -3.02 -0.54 -2.56
C -3.32 -1.45 -1.05
C -2.70 -1.00 0.09
C -3.01 -1.69 1.24
Cl -2.23 -1.20 2.74
C -3.91 -2.76 1.28
Cl -4.31 -3.55 2.77
C -4.48 -3.20 0.09
Cl -5.56 -4.55 0.09
C -4.18 -2.54 -1.11
Cl -4.89 -3.08 -2.59

As for the charge: -1. The HOMO energy is -4.8 eV. The calculation puts the frontier orbital gap at 6.90 eV. The calculated total energy comes out at -200885.133 eV. The value obtained for the LUMO energy is 2.11 eV. For the strongest force on any atom, the calculation gives 0.5 eV/Å.

Here are the Mulliken charges for atoms 1 to 5, given in e:
1. Na 0.74
2. N 0.01
3. C 0.23
4. C -0.66
5. C -0.59